(1)
Below is a molecular structure, C54H112O9Sb, with properties calculated with ωB97M-V/def2-TZVPD.

Geometry as XYZ:
```
176
Properties=species:S:1:pos:R:3:forces:R:3
Sb 1.4955 -0.6060 -3.1360 0.0 0.3 0.4
O 5.6920 3.7839 -4.6770 -0.4 -0.3 -0.5
O -1.5400 3.7196 -1.6788 0.1 0.0 -0.1
O -3.4958 -5.0453 1.8294 -0.1 0.1 -0.1
O 3.2661 -5.9365 -0.1516 -0.2 0.0 -0.2
O -6.7354 7.3726 -2.9334 0.0 -0.2 0.1
O -4.6901 0.5597 5.4348 -0.1 0.1 0.2
O 0.1048 0.1286 2.5125 -0.6 -0.1 -0.7
O 3.3620 -0.7158 9.4053 0.1 0.2 -0.1
O 2.6549 2.4358 5.0673 0.1 0.1 -0.1
C -4.7396 -6.4940 3.3778 0.0 0.1 0.1
C 0.2155 -1.8450 0.9104 -1.3 0.2 0.3
C 4.1497 -8.1257 0.5324 -0.1 0.0 0.2
C 2.0007 -3.4159 -4.6494 -0.9 -1.8 -1.1
C -0.1302 2.8368 -5.6758 0.5 -0.2 0.0
C 5.4453 1.6643 -3.4595 0.1 -0.9 -0.8
C 2.0110 -2.6712 -7.2301 0.3 -1.3 0.5
C 2.1091 3.2688 -7.0750 -1.8 -1.0 -2.0
C -2.5634 -4.5538 2.7784 0.1 0.0 0.0
C 4.3707 -6.8201 -0.2134 0.0 0.0 0.0
C -3.1903 5.4881 -1.2374 0.0 0.0 0.1
C -6.7553 7.5312 -4.3431 0.0 0.1 -0.1
C -1.3076 -5.3953 2.8859 0.1 -0.2 0.0
C -8.0739 9.3656 -2.4012 -0.1 0.0 -0.2
C -4.7611 1.5351 4.4072 0.0 0.0 -0.1
C 2.8689 -0.3282 10.6761 0.0 0.0 0.1
C 2.8711 -5.5022 1.1405 0.0 0.1 0.0
C 0.6704 2.3922 -9.5278 1.3 0.7 2.2
C 1.3251 0.7922 -4.8671 -0.2 1.5 -0.5
C 1.6153 -2.3752 8.9118 -0.1 0.1 0.1
C -5.6007 8.3593 -4.8793 0.1 0.1 0.1
C 1.0287 -4.9383 -6.5062 0.3 -0.1 2.1
C 0.2630 2.0759 5.5170 0.0 0.1 0.2
C -6.8075 8.5604 -2.1633 0.0 0.1 0.0
C 4.5642 0.3317 -3.5491 0.5 1.1 0.7
C 3.9559 -4.7404 1.8811 0.2 0.0 0.0
C 1.6295 1.4694 5.2466 -0.1 -0.1 -0.1
C 0.6998 2.8352 -6.9943 0.4 0.0 -1.6
C 3.4289 -1.1508 11.8244 0.0 -0.2 0.0
C 0.0187 2.3999 -8.2173 1.7 0.6 -0.4
C 0.6233 2.1619 -4.4472 0.0 0.0 -1.0
C -1.3808 3.3038 -0.3326 0.0 -0.1 0.0
C 3.3140 2.5827 7.4291 0.0 -0.1 0.1
C 5.7101 2.3494 -4.8700 0.1 -0.2 1.1
C 2.7624 3.2241 -8.3783 -1.2 -0.3 0.3
C 3.4083 0.3602 -2.4679 1.1 -0.3 0.2
C 1.5694 -1.7994 -1.2575 -0.5 0.0 0.7
C 2.0708 2.8024 -9.6003 -1.2 -0.1 1.8
C -3.9991 -6.3497 2.0593 0.0 0.0 0.0
C -0.4181 -0.4216 1.2632 1.3 -0.4 -0.8
C 2.8958 3.3048 6.1604 0.0 0.0 0.0
C -5.7246 1.1749 3.2891 0.0 -0.2 -0.1
C 0.6810 -6.0098 -5.5580 1.3 2.6 0.4
C -0.4336 -1.4877 -3.7678 -1.4 0.0 -0.4
C 2.7135 -2.0847 -4.2726 0.6 -1.9 -1.0
C 0.9950 -5.7628 -4.1556 0.4 1.1 -1.3
C 1.6320 -4.5118 -3.7127 -0.3 -0.3 -1.9
C 0.1330 -2.0843 -0.6708 0.7 0.3 1.3
C 3.0960 -2.0504 9.0041 -0.1 -0.1 0.0
C -2.8694 -0.7593 4.4404 0.0 0.1 -0.1
C -4.2626 -0.7357 5.0418 0.1 -0.1 -0.1
C -2.8063 4.2490 -2.0287 0.0 0.0 0.1
C 1.6690 -3.6840 -6.0754 -0.8 -1.2 0.3
C -2.3418 2.2038 0.0837 -0.2 0.0 -0.1
H -6.7245 0.9918 3.6885 0.0 0.0 0.0
H -1.4534 4.1658 0.3410 -0.1 0.0 0.0
H -1.0882 2.2761 -5.8512 0.9 0.5 0.0
H 0.7318 0.3193 -5.6998 0.5 0.3 0.8
H -5.1041 2.4569 4.8828 0.0 -0.1 0.2
H -8.1009 10.2343 -1.7401 0.0 -0.1 0.0
H -4.0858 -6.3190 4.2340 0.0 -0.1 0.0
H 1.4723 -3.3938 8.5440 0.0 0.1 0.0
H 0.2290 -6.9490 -5.9507 0.4 0.8 0.6
H -2.7463 4.5132 -3.0871 0.2 -0.1 0.0
H 3.8382 3.5312 -8.4300 -1.1 -0.3 -0.1
H 2.5300 1.9189 7.7970 0.0 0.0 0.1
H -0.4162 -2.6052 1.4465 0.6 0.5 -0.3
H -0.6685 -2.4812 -3.3071 0.3 0.7 -0.5
H 3.1337 -2.6830 -7.3312 -1.0 0.5 0.1
H -0.3577 2.9303 -0.2462 0.0 0.0 -0.2
H -0.2397 -3.1211 -0.8683 0.3 0.9 0.0
H -4.1456 5.8835 -1.5910 0.0 0.0 0.0
H -2.1470 -0.3330 5.1400 0.0 -0.1 0.0
H -4.6450 7.9252 -4.5763 -0.1 0.0 0.0
H -5.9149 9.1738 -2.3258 0.0 0.1 0.0
H -1.5388 -0.4906 1.2621 0.9 0.1 0.2
H -4.6908 -6.5599 1.2409 0.1 0.2 0.0
H -6.6945 6.5262 -4.7654 0.0 0.0 0.2
H -0.8237 -5.4846 1.9109 0.0 0.1 0.0
H 3.5452 -2.1686 8.0160 0.1 0.2 0.1
H 3.5414 3.3026 8.2197 0.0 0.0 -0.1
H -1.0481 2.0695 -8.1681 1.1 0.3 0.1
H 5.2799 -6.3176 0.1341 0.0 0.0 0.1
H -0.0177 2.7626 4.7151 0.0 -0.1 0.0
H 3.6559 -2.3602 -3.7132 -1.0 0.4 -0.2
H -5.6359 8.3981 -5.9704 0.0 0.0 0.1
H -5.6272 9.3851 -4.5075 0.0 0.0 -0.1
H 3.7954 -0.2253 -1.5786 -0.5 0.6 -0.8
H -0.4072 3.8950 -5.4169 0.2 -0.8 -0.2
H -0.6034 -4.9408 3.5861 0.0 0.0 -0.1
H -0.6347 -1.3334 -1.0280 0.8 -0.9 -0.1
H 3.6135 -2.7546 9.6649 -0.1 0.0 0.0
H 2.0147 -4.8402 0.9927 0.1 -0.1 -0.2
H -0.1412 2.0285 -3.6410 0.8 0.1 -0.5
H 2.6292 3.6014 -6.1461 -0.4 -0.3 -1.0
H 6.4379 1.3723 -3.0294 -0.8 0.6 -0.1
H 0.2678 1.0671 2.3277 0.0 -0.5 0.2
H -1.2401 -0.7688 -3.4204 0.8 -0.7 -0.3
H -3.3824 2.5328 0.0398 0.0 0.0 0.1
H -3.5776 3.4755 -1.9465 -0.1 0.0 0.1
H 4.9494 2.0387 -5.6464 0.8 0.2 0.8
H -2.5656 -1.7824 4.2077 0.0 0.1 0.0
H -5.4122 0.2743 2.7574 0.0 0.1 0.0
H -5.7808 1.9864 2.5606 0.0 0.0 0.0
H -2.4282 6.2632 -1.3445 0.0 0.0 0.0
H 2.5985 2.7879 -10.5781 -0.4 0.1 0.9
H 3.2553 -8.6316 0.1627 0.0 0.0 0.0
H 0.5801 0.6023 -2.1936 -0.1 0.0 0.3
H -7.7183 7.9435 -4.6641 0.0 0.1 0.0
H 6.7496 2.0735 -5.2035 -1.1 0.4 0.0
H -8.1375 9.7296 -3.4285 0.0 0.1 0.0
H 4.5263 -7.0426 -1.2713 -0.1 0.2 0.0
H 3.2067 1.3984 -2.0625 0.1 -0.9 -0.7
H 1.2674 -1.9253 1.2934 -1.0 0.2 -0.4
H -6.7815 8.2492 -1.1167 0.1 -0.2 -0.1
H 0.2449 2.6383 6.4533 0.0 0.0 0.0
H -3.1923 -7.0865 1.9783 0.0 0.0 0.1
H 4.2906 -3.8830 1.2926 -0.1 0.0 0.0
H 2.5073 -6.3498 1.7331 0.1 0.0 0.1
H 2.3144 1.0898 -5.3099 -0.7 -0.5 0.3
H 4.8301 -5.3640 2.0785 0.0 0.0 0.1
H 1.8534 -4.4498 -2.6245 -0.1 0.2 -1.0
H 1.1194 -2.2973 9.8811 0.0 -0.1 0.0
H -4.9930 -1.1852 4.3600 0.0 0.0 -0.1
H 3.7030 3.9722 5.8503 -0.1 -0.1 -0.2
H 0.8167 -5.1324 -7.5909 0.3 0.5 1.1
H 4.9530 2.4020 -2.7774 0.4 -0.6 -0.6
H -8.9584 8.7537 -2.2131 0.0 0.0 0.0
H -1.5229 -6.4052 3.2417 0.0 0.0 0.1
H 1.5954 -1.6536 -7.0303 0.5 -0.8 -0.3
H -2.1345 1.8853 1.1086 0.0 0.0 0.0
H -0.4924 1.2914 5.5874 0.1 0.0 -0.1
H 5.2511 -0.5316 -3.3312 -0.8 0.6 -0.4
H 2.0759 -1.1203 -0.5062 -0.4 -0.5 -0.9
H 0.7566 -6.5601 -3.4053 0.3 1.0 -0.7
H 3.5788 -4.3794 2.8411 0.0 0.0 -0.1
H 1.9092 0.7602 6.0336 -0.1 0.0 0.1
H -5.5587 -5.7732 3.4378 0.0 0.0 0.0
H -3.2946 5.2741 -0.1717 -0.1 0.0 0.0
H -2.2431 1.3392 -0.5770 0.1 0.0 0.0
H -0.1044 0.2827 0.4467 -0.4 -0.6 0.5
H 4.2012 1.9719 7.2476 0.0 0.0 0.0
H -3.0441 -4.4350 3.7564 0.0 -0.1 0.1
H 3.0621 -1.5950 -5.2258 -0.4 -0.5 0.9
H 0.0936 2.0784 -10.4263 0.6 0.3 0.8
H -5.1531 -7.5010 3.4731 0.0 0.1 0.0
H -0.5592 -1.5373 -4.8909 0.3 -0.2 1.1
H 1.4002 2.8996 -4.0931 -0.7 -0.8 -0.1
H 1.6253 -3.0945 -8.2012 0.2 0.6 1.0
H 5.0078 -8.7883 0.4002 0.0 0.0 0.0
H 1.7737 -0.3422 10.6797 0.0 -0.1 0.1
H 4.0179 -7.9648 1.6043 0.1 0.0 0.0
H -2.2832 -3.5508 2.4492 -0.2 -0.1 -0.1
H 2.0213 3.9407 6.3393 0.0 0.0 0.1
H 2.2214 -2.7094 -1.3345 -0.7 0.6 0.1
H 1.1135 -1.6843 8.2302 0.1 -0.1 0.0
H 1.5801 0.8960 4.3195 0.2 0.1 0.0
H 3.1376 -2.2004 11.7529 0.0 0.0 0.0
H 4.7771 4.0074 -4.4236 0.6 -0.1 -0.1
H -3.7613 1.7444 4.0121 0.0 0.0 -0.1
H 3.0607 -0.7695 12.7792 0.0 0.0 0.0
H 4.5201 -1.1112 11.8280 0.0 0.0 0.0
H 3.1646 0.7142 10.8148 0.0 0.0 -0.2
H -4.2687 -1.3486 5.9461 -0.1 0.2 0.1
H -2.8135 -0.1808 3.5170 0.0 -0.1 0.0
H 4.2123 0.2483 -4.6091 0.0 -0.1 0.9
```
Forces are in eV/Å.

Summary:
Calculated total energy = -82770.56261 eV
Total charge = -1
Kohn-Sham gap = 5.748 eV
HOMO level = -3.88 eV
Molecular weight = 1027.24 g/mol

(2)
Below is 12 unconnected molecules or ions with the total composition C34H63F6N5O6P, with properties calculated with ωB97M-V/def2-TZVPD.

Geometry as XYZ:
```
115
Properties=species:S:1:pos:R:3:forces:R:3
P 0.5828 -0.4948 0.9596 1.7 -1.6 0.4
F -0.5522 -0.5927 2.1198 -0.3 0.6 -0.3
F -0.0367 0.8621 0.3573 -0.5 -0.1 -0.3
F 1.2634 -1.8156 1.5984 -0.2 -0.4 0.1
F 1.5541 0.3816 1.9084 -0.6 0.3 -0.3
F -0.3321 -1.4613 -0.0004 -0.4 0.6 0.1
F 1.7144 -0.5593 -0.2240 -0.2 0.7 0.1
O 2.7234 0.9231 -2.9665 -0.1 -0.1 0.0
O 0.7162 4.9331 -3.0596 0.6 0.2 -0.6
O -4.3648 0.9128 -1.0190 -0.1 -0.8 0.7
O -3.7204 -4.3990 -1.0197 0.2 -0.1 -0.2
O 1.6842 2.5087 5.3216 0.4 -0.2 -0.1
O 2.3044 -6.6552 1.2492 0.1 0.5 -0.1
N 4.4578 1.0323 2.0050 0.3 0.4 0.0
N -3.9765 -4.3893 2.9898 -0.2 -0.1 0.0
N 3.4016 -1.0230 4.1043 0.0 -0.2 0.4
N 4.6805 -1.8478 1.3666 0.1 -0.2 -0.2
N -3.1782 5.2421 1.1854 -0.1 0.3 0.0
C 2.2332 -6.8846 -0.1632 -0.4 0.4 0.5
C 3.1058 1.7501 -4.0614 0.5 0.4 -0.4
C 2.2946 -4.5687 0.0898 -0.7 1.4 -0.3
C -0.0654 2.5910 6.8996 -0.4 2.0 0.2
C -2.1571 3.0057 2.0230 -0.1 -0.3 0.1
C -3.1350 1.4997 -1.4223 -0.8 0.5 -0.1
C -5.1708 0.5609 -2.1387 0.3 1.5 0.9
C 2.1771 1.4560 -5.2415 -0.6 0.4 0.9
C 1.5372 -5.6320 -0.6716 -0.2 -1.1 -0.3
C -4.8843 1.7198 -3.1183 0.6 -2.0 -0.4
C -0.6396 2.4813 5.4969 -0.2 -0.2 -1.2
C 3.5725 2.6337 0.1469 0.3 0.2 0.7
C -2.0626 -3.9188 -2.6101 0.6 0.0 -0.7
C 0.0460 4.1646 -0.9596 -0.2 0.5 1.7
C -2.7210 4.2651 1.5729 0.3 0.0 -0.1
C 1.5145 0.2643 -3.3493 -0.3 -0.1 0.2
C 4.4716 -1.4858 -1.1970 -1.0 0.8 0.1
C 0.5276 2.7662 4.5318 0.7 0.1 0.4
C -4.0145 -3.0993 -1.5104 -1.3 0.2 0.8
C -2.7884 -2.6072 -2.2546 0.2 -0.3 -0.1
C 1.4225 2.8929 6.6578 -0.4 -1.6 0.1
C 4.5870 -1.6613 0.2380 0.7 -0.7 0.2
C 0.9112 1.1316 -4.4459 -0.1 -1.5 -0.2
C -1.7967 -3.8617 1.6548 -0.1 -0.3 0.7
C -3.0242 -4.1546 2.3953 0.3 0.2 0.2
C -2.8814 -5.0572 -1.9816 0.4 1.0 0.9
C 1.1951 4.1493 -1.9663 -1.1 0.2 0.4
C 4.0929 1.7573 1.1930 -0.1 -0.3 0.1
C 2.3309 -1.0463 4.5192 0.5 0.6 -0.2
C 0.9576 -1.0481 4.9977 0.3 -0.2 -0.9
C -3.4041 1.9555 -2.8818 1.2 0.8 0.4
C -1.1521 4.7063 -1.7085 -0.2 0.2 -0.7
C -0.4291 5.6574 -2.6666 -1.0 -0.4 -0.5
C 2.6883 -5.2506 1.4058 -0.5 -0.4 -0.1
H 3.5755 -2.0305 -1.4992 0.0 0.1 -0.2
H -1.8926 -4.0263 -3.6850 -0.4 -0.1 0.0
H -1.6635 3.8866 -2.2228 0.2 0.4 -0.3
H -2.2926 0.8223 -1.2567 0.0 0.0 -0.3
H -1.0139 5.9014 -3.5592 0.1 -0.3 -0.1
H -3.1541 3.0138 -2.9994 -0.2 -0.1 0.0
H 2.9800 2.7954 -3.7596 0.1 0.0 0.0
H -2.1978 -5.6536 -1.3788 -0.2 -0.6 -0.2
H -0.3471 1.7292 7.4988 0.6 -0.2 0.0
H 1.3082 3.0991 -2.2437 0.6 0.2 -0.4
H -1.6380 3.1225 2.9718 -0.1 0.1 0.0
H 0.4934 -5.7187 -0.3462 0.1 0.3 0.4
H 0.6005 -0.0471 5.2257 0.3 0.0 0.5
H -0.9896 -3.5362 2.3123 -0.2 0.2 0.2
H -1.4396 2.5956 1.3122 -0.1 0.0 -0.1
H 0.9465 -1.7579 5.8216 -0.7 0.1 0.1
H 4.3950 3.2768 -0.1706 -0.1 -0.2 -0.5
H 2.1334 -4.8048 2.2298 -0.1 -0.3 0.1
H -5.4729 2.6012 -2.8914 -0.2 -0.1 -0.2
H 1.4130 -5.5627 -1.7554 0.7 0.2 -0.1
H 1.6806 3.9400 6.8151 0.0 0.1 0.1
H -4.9614 1.2981 -4.1236 -0.7 0.7 -0.2
H -1.4648 -4.8247 1.2657 0.0 0.3 -0.7
H -3.0301 2.3539 -0.7455 0.4 0.0 -0.2
H 0.8219 0.0945 -2.5217 0.4 0.3 0.3
H 2.0921 2.3468 -5.8601 0.0 -0.2 -0.3
H 0.3652 -1.3359 4.1259 -0.2 -0.5 0.3
H 1.9481 2.2208 7.3396 0.7 0.4 -0.2
H 1.7586 -0.7394 -3.7268 0.0 0.1 -0.2
H -3.0053 -2.0161 -3.1437 -0.2 0.0 0.1
H -0.2315 6.6474 -2.2347 0.4 -0.2 0.4
H 0.2237 0.4374 -4.9438 -0.2 0.6 -0.4
H 0.3960 1.9985 -4.0384 0.0 0.1 -0.1
H -0.0981 3.1896 -0.4897 0.0 0.1 -0.1
H -1.4723 3.1324 5.2257 -0.2 -0.1 0.5
H 2.1100 4.6035 -1.5784 0.1 -0.3 0.0
H 0.5759 2.1404 3.6375 -0.1 -0.3 0.2
H 2.8488 3.3071 0.6089 -0.3 -0.2 -0.2
H 5.3124 -1.7676 -1.8226 0.3 -0.1 0.4
H 0.1799 4.8991 -0.1537 0.5 -0.3 0.1
H 3.7447 -5.2122 1.6658 0.1 0.2 -0.3
H -1.9000 5.2374 -1.1201 0.2 -0.2 0.3
H -2.1379 -2.0248 -1.6030 -0.2 0.1 0.0
H -0.9366 1.4405 5.3635 -0.3 0.1 -0.3
H -2.0122 -3.0514 0.9644 0.3 -0.3 -0.5
H 3.1387 2.0247 -0.6437 0.0 0.2 -0.2
H -4.3247 -2.4805 -0.6617 0.6 0.0 0.2
H 4.2597 -0.4191 -1.3130 -0.1 -0.1 -0.5
H 4.1545 1.6024 -4.3370 0.0 -0.2 0.3
H -4.9748 -3.1394 -2.0474 0.4 -0.1 -0.8
H 1.6219 -7.7695 -0.3316 0.4 -0.3 0.0
H -2.9894 2.3117 2.1452 0.2 -0.2 0.0
H -1.0491 -3.9026 -2.2049 -0.1 0.0 0.2
H -4.8909 -0.4311 -2.5046 -0.2 0.0 -0.3
H 0.5984 3.7951 4.1450 -0.4 0.1 0.3
H 3.2560 -6.9296 -0.5490 0.0 -0.4 -0.3
H -3.4715 -5.6542 -2.6769 0.0 0.0 -0.1
H 2.4699 0.5645 -5.7940 0.2 0.2 -0.2
H -0.4194 3.4684 7.4552 -0.5 -0.2 -0.1
H -6.1796 0.6095 -1.7285 -0.1 -0.5 -0.4
H 1.5932 -3.7373 0.1974 0.2 0.1 0.7
H -2.7361 1.4628 -3.5913 -0.3 -0.4 0.0
H 3.1305 -4.0879 -0.4192 0.2 -0.6 -0.2
```
Forces are in eV/Å.

Summary:
Calculated total energy = -81612.91167 eV
Total charge = -1
Kohn-Sham gap = 9.641 eV
HOMO level = -7.41 eV
Molecular weight = 782.87 g/mol

> The highest Kohn-Sham gap belongs to which entry?

C34H63F6N5O6P

> What is the formula in the first record?

C54H112O9Sb

> Among the records above, which one has the lowest molecular weight?

C34H63F6N5O6P